Entry 1:
Computed, not measured: a molecular structure, C30H26BMnN8O2SSe, with ωB97M-V/def2-TZVPD.

Geometry as XYZ:
```
70
Properties=species:S:1:pos:R:3:forces:R:3:lowdin_spin:R:1
Mn 0.06086 0.63688 0.38075 -0.4 0.0 0.4 4.72
C -0.50328 0.97595 5.02218 0.0 -0.1 0.0 0.00
C -0.81899 0.37493 3.79575 0.0 0.1 0.1 0.00
N -0.17016 0.97028 2.80134 -0.1 -0.1 -0.1 0.03
N 0.57028 1.94579 3.35938 0.0 0.1 0.2 0.00
C 0.39158 1.97091 4.69100 0.0 0.0 0.0 0.00
B 1.47130 2.86187 2.52260 -0.2 -0.3 -0.2 0.00
N 2.55038 2.00598 1.82315 0.2 0.2 0.1 0.00
C 3.87478 2.22890 1.83033 0.1 -0.1 0.0 0.00
C 4.48340 1.25952 1.06037 0.0 0.0 0.0 0.00
C 3.42164 0.47108 0.60392 0.1 0.0 0.0 0.01
N 2.26683 0.92516 1.07285 -0.3 -0.1 -0.2 0.02
N 0.60034 3.57638 1.46891 0.1 0.3 0.1 0.00
C 0.48071 4.89925 1.26488 -0.1 0.0 0.0 0.00
C -0.40595 5.09665 0.22513 0.0 0.0 0.0 0.00
C -0.78207 3.80223 -0.15365 0.0 0.0 0.0 0.00
N -0.17434 2.90303 0.60691 0.1 -0.2 -0.1 0.03
H -0.87254 0.70954 5.99745 0.0 0.0 0.0 0.00
H -1.46604 -0.46340 3.59865 0.0 0.0 -0.1 0.00
H 0.91189 2.68538 5.30788 0.0 0.0 -0.1 0.00
H 2.00207 3.67645 3.22345 0.1 0.1 0.1 0.00
H 4.29732 3.04601 2.39152 -0.1 0.0 0.0 0.00
H 5.53366 1.14594 0.85516 0.0 0.0 0.0 0.00
H 3.45634 -0.38866 -0.04568 -0.1 0.0 0.0 0.00
H 1.01815 5.60379 1.87780 0.0 0.0 0.0 0.00
H -0.73099 6.03107 -0.19849 0.0 0.0 0.0 0.00
H -1.45203 3.48794 -0.93913 0.0 0.0 0.0 0.00
O 0.58052 1.27725 -3.86836 -0.1 -0.1 0.0 0.00
S 0.72099 0.77724 -2.51977 -0.1 -0.1 0.1 0.00
O 1.39510 1.65705 -1.56991 0.1 -0.2 -0.2 0.03
N -0.59681 0.28425 -1.79136 0.9 0.3 0.2 0.03
C -1.88260 0.49920 -2.20530 -0.3 0.0 -0.2 0.00
C -2.34245 0.51402 -3.51293 0.2 -0.1 0.2 0.00
C -3.70751 0.66897 -3.79300 -0.2 0.0 0.1 0.00
C -4.63909 0.80105 -2.79764 -0.1 0.0 -0.2 0.00
C -4.21609 0.83344 -1.45257 0.3 0.0 0.1 0.00
C -5.09785 1.00210 -0.36287 0.0 0.0 0.1 0.00
C -4.59882 1.09490 0.90508 -0.2 0.0 -0.1 0.00
C -3.20727 1.03994 1.09380 0.2 0.0 -0.1 0.00
N -2.36229 0.85114 0.11159 0.1 0.0 0.2 0.03
C -2.83626 0.71774 -1.15095 -0.2 0.0 -0.2 0.00
C 1.77055 -0.67437 -2.57880 -0.2 0.1 0.0 0.00
C 1.55720 -1.75057 -1.72878 -0.2 0.0 0.0 0.00
C 2.46970 -2.79641 -1.71876 0.1 0.0 0.0 0.00
C 3.58142 -2.75779 -2.54883 0.0 0.0 0.0 0.00
C 3.77805 -1.68306 -3.40689 0.0 0.0 0.0 0.00
C 2.86816 -0.63761 -3.42444 0.1 0.1 -0.1 0.00
H -1.63190 0.40378 -4.31854 0.0 0.0 0.0 0.00
H -4.02989 0.67106 -4.82767 0.0 0.0 0.0 0.00
H -5.69553 0.88855 -3.02329 0.0 0.0 0.0 0.00
H -6.16409 1.06412 -0.54967 0.0 0.0 0.0 0.00
H -5.25142 1.21529 1.75950 0.0 0.0 0.0 0.00
H -2.77072 1.15951 2.07881 0.0 0.0 0.0 0.00
H 0.67430 -1.77618 -1.09567 0.1 0.0 0.0 0.00
H 2.30447 -3.64158 -1.06373 0.0 0.0 0.0 0.00
H 4.29314 -3.57445 -2.53621 0.0 0.0 0.0 0.00
H 4.64087 -1.66188 -4.06068 0.0 0.0 0.0 0.00
H 2.99616 0.21111 -4.08502 0.0 0.0 0.0 0.00
Se -0.95663 -1.86197 1.24820 0.0 -0.1 -0.1 0.03
C -0.49444 -3.64971 0.74549 0.0 0.4 0.0 0.01
C 0.77245 -4.17747 1.00259 -0.1 0.0 0.0 0.00
C 1.06339 -5.50066 0.70340 0.1 0.0 0.0 0.00
C 0.09638 -6.32586 0.14603 0.0 -0.1 0.0 0.00
C -1.16441 -5.80658 -0.12037 0.0 0.0 0.0 0.00
C -1.45631 -4.48238 0.16821 0.1 0.0 0.0 0.00
H 1.51707 -3.53840 1.46200 0.0 0.0 0.0 0.00
H 2.05088 -5.89594 0.91733 0.0 0.0 0.0 0.00
H 0.32020 -7.36269 -0.07448 0.0 0.0 0.0 0.00
H -1.92808 -6.44175 -0.55572 0.0 0.0 0.0 0.00
H -2.43563 -4.07326 -0.04422 0.0 0.0 0.0 0.00
```
Forces are in eV/Å.

Properties
spin multiplicity	6
total charge	-1
⟨S²⟩	8.753
Kohn-Sham gap (alpha / beta)	6.70 / 6.78	eV
E_LUMO (alpha / beta)	0.100 / 0.100	hartree

***

Entry 2:
Computed, not measured: a molecular structure, C30H26CoIN7O6P2, with ωB97M-V/def2-TZVPD.

Geometry as XYZ:
```
73
Properties=species:S:1:pos:R:3:forces:R:3:lowdin_spin:R:1
Co 0.75768 0.84069 0.45129 -0.3 0.2 -0.5 2.73
C -2.06940 2.91887 -2.84534 0.0 0.0 0.0 0.00
C -1.15634 2.78487 -1.80720 0.0 0.0 0.0 0.00
N -1.21165 1.74987 -0.98882 0.0 0.1 0.1 0.02
C -2.16232 0.84862 -1.18059 0.0 -0.2 0.1 0.00
C -3.07768 0.99051 -2.21869 0.0 0.1 -0.1 0.00
N -3.03032 2.02274 -3.05383 0.0 0.0 0.0 0.00
C -2.15375 -0.28402 -0.20493 -0.1 0.2 -0.2 0.00
C -3.03160 -1.35639 -0.27524 0.0 0.0 -0.1 0.00
C -2.96195 -2.36299 0.67765 -0.1 -0.1 0.1 0.00
C -2.00098 -2.23355 1.67440 0.0 0.0 0.1 0.00
C -1.14052 -1.14933 1.65554 0.1 -0.1 0.2 0.00
N -1.22507 -0.19180 0.73519 0.2 -0.2 0.2 0.02
C -0.05563 -0.97099 2.67019 -0.2 -0.1 -0.2 0.00
C 0.26958 -1.91766 3.63285 0.0 0.1 0.1 0.00
N 1.22080 -1.70029 4.53636 -0.1 0.0 0.0 0.00
C 1.84639 -0.53081 4.48127 0.0 0.0 0.0 0.00
C 1.56046 0.40312 3.49431 0.0 0.1 0.0 0.00
N 0.62441 0.16968 2.59002 0.0 -0.2 0.0 0.04
C -3.87604 -3.53888 0.63207 0.1 0.1 0.0 0.00
C -3.54284 -4.73924 1.24683 0.1 -0.1 0.0 0.00
C -4.41950 -5.80981 1.16928 -0.1 0.0 0.0 0.00
N -5.58737 -5.76620 0.53266 0.0 0.1 0.0 0.00
C -5.90397 -4.61487 -0.05486 0.0 0.0 0.0 0.00
C -5.09395 -3.49049 -0.03478 -0.1 0.0 0.0 0.00
H -2.02773 3.76395 -3.52189 0.0 0.0 0.0 0.00
H -0.37036 3.51011 -1.62672 0.0 0.0 0.0 0.00
H -3.86921 0.27139 -2.38925 0.0 0.0 0.0 0.00
H -3.73991 -1.41644 -1.08789 0.0 0.0 0.0 0.00
H -1.92580 -2.96255 2.46563 0.0 0.0 0.0 0.00
H -0.22510 -2.87871 3.66903 0.0 0.0 0.0 0.00
H 2.60858 -0.33675 5.22534 0.0 0.0 0.0 0.00
H 2.09274 1.34338 3.41302 0.0 0.0 0.0 0.00
H -2.59896 -4.87338 1.75642 0.0 0.0 0.0 0.00
H -4.16336 -6.75232 1.63907 0.0 0.0 0.0 0.00
H -6.85802 -4.58445 -0.56856 0.0 0.0 0.0 0.00
H -5.44337 -2.58760 -0.51685 0.0 0.0 0.0 0.00
I 3.70251 1.12349 0.55918 0.2 0.0 0.0 0.05
C 3.36953 3.18655 0.66475 0.0 -0.1 0.0 0.00
C 4.45828 3.99626 0.53501 0.0 0.1 0.0 0.00
C 4.30497 5.39522 0.65686 0.0 0.0 0.0 0.00
C 3.07961 5.91789 0.93727 0.0 0.0 0.0 0.00
C 1.94497 5.08070 1.09286 0.0 0.0 0.0 0.00
C 0.69206 5.63717 1.44765 0.0 0.0 0.0 0.00
C -0.38152 4.82134 1.64451 0.0 -0.1 0.0 0.00
C -0.25812 3.42909 1.43407 -0.1 0.0 0.0 0.01
C 0.90746 2.81209 1.03503 0.2 0.1 0.0 0.05
C 2.05202 3.66934 0.92102 0.0 0.0 0.0 0.01
H 5.43626 3.57337 0.34993 0.0 0.0 0.0 0.00
H 5.16857 6.03800 0.54443 0.0 0.0 0.0 0.00
H 2.95277 6.98773 1.05815 0.0 0.0 0.0 0.00
H 0.61318 6.71077 1.57493 0.0 0.0 0.0 0.00
H -1.33581 5.24019 1.94369 0.0 0.0 0.0 0.00
H -1.15154 2.82286 1.56797 0.0 0.0 0.0 0.00
N 3.23160 -2.30212 -3.04254 -0.1 0.0 -0.1 0.00
C 1.97937 -1.86369 -2.39445 -0.2 0.0 0.0 0.00
C 0.75509 -2.59832 -2.96703 0.0 0.0 0.1 0.00
P 1.83889 -0.04289 -2.73131 0.0 -0.1 0.0 0.00
O 1.03446 -0.03085 -4.12353 0.1 0.0 0.0 0.00
O 3.32545 0.35716 -3.07090 0.1 0.1 0.1 0.00
O 1.20014 0.89683 -1.77850 0.1 -0.2 0.0 0.02
P 1.99179 -2.24718 -0.57359 -0.1 0.0 -0.2 0.00
O 3.56793 -1.99081 -0.24213 0.0 0.1 0.1 0.00
O 1.66711 -3.66928 -0.32784 0.1 0.1 0.0 0.00
O 1.15823 -1.17053 0.05392 0.0 0.0 0.4 0.02
H 3.03325 -2.88911 -3.84306 0.0 0.0 0.0 0.00
H 3.81499 -2.81628 -2.39512 0.0 0.0 0.0 0.00
H 3.81315 -0.48370 -3.23464 0.0 0.0 -0.1 0.00
H 0.68216 -2.45011 -4.04370 0.0 0.0 0.0 0.00
H -0.16847 -2.23535 -2.51160 0.0 0.0 0.0 0.00
H 0.84771 -3.65745 -2.73146 0.0 0.0 0.0 0.00
H 0.74426 0.86294 -4.34643 0.0 0.0 0.0 0.00
H 3.86976 -2.67963 0.36364 0.0 0.0 0.0 0.00
```
Forces are in eV/Å.

Properties
spin multiplicity	4
⟨S²⟩	3.759
Kohn-Sham gap (alpha / beta)	6.55 / 6.58	eV
E_LUMO (alpha / beta)	-0.034 / -0.034	hartree

***

Entry 3:
Computed, not measured: a molecular structure, C30H26CoN6O2S4 at a distorted geometry, with ωB97M-V/def2-TZVPD.

Geometry as XYZ:
```
69
Properties=species:S:1:pos:R:3:forces:R:3:lowdin_spin:R:1
Co 2.65293 4.45704 1.99612 0.0 -1.2 -0.7 1.02
N -1.12856 3.32498 3.81391 0.6 -3.7 0.8 0.00
C 0.19501 3.31688 3.45315 1.5 1.1 -1.3 0.00
S 1.06823 4.85253 3.72885 -0.6 -0.4 -0.5 0.02
N 0.71270 2.25295 2.87096 -0.4 0.3 1.0 0.00
N 2.07667 2.39274 2.59345 0.6 1.2 0.4 0.00
C 2.80359 1.33060 2.59485 -0.2 0.8 -1.6 0.00
C 4.21206 1.28437 2.17503 -0.2 1.8 0.5 0.00
C 4.87533 0.07678 2.07538 0.2 -0.8 0.5 0.00
C 6.23501 -0.06335 1.81377 -1.0 0.0 0.4 0.00
C 6.99823 1.06852 1.59591 -0.4 1.2 -0.4 0.00
C 6.35148 2.28723 1.55891 -0.4 0.8 0.5 0.00
C 4.96513 2.49694 1.93594 0.8 -0.4 -0.9 0.00
O 4.53867 3.71120 1.94825 -0.4 0.0 0.0 -0.01
H -1.73156 4.05557 3.59798 -0.6 1.5 -0.4 0.00
H -1.52972 2.37023 3.77608 0.1 1.1 -0.2 0.00
H 2.26270 0.41071 2.64816 -0.2 -0.9 0.6 0.00
H 4.29298 -0.81162 2.33239 0.2 0.1 -0.2 0.00
H 6.63961 -1.03628 1.85323 0.6 -0.9 -0.1 0.00
H 8.06862 1.08830 1.41031 -0.1 -0.4 0.0 0.00
H 6.88631 3.21373 1.30995 -0.1 -0.4 0.2 0.00
C -0.02908 2.75092 -1.53094 0.2 -1.7 1.7 0.00
C -0.09324 3.82250 -2.36696 0.4 0.7 -0.2 0.00
C 0.66407 4.95606 -2.07953 -0.7 1.3 -0.6 0.00
C 1.38055 5.03535 -0.87976 1.2 0.6 0.5 0.00
N 1.40253 3.98350 -0.07546 0.1 -1.3 1.3 0.02
C 0.75119 2.84754 -0.35161 -0.2 1.6 -1.7 0.00
C 2.28770 6.16884 -0.35393 -0.9 0.7 -2.0 0.00
C 2.45038 7.28737 -1.20140 0.3 0.0 0.3 0.00
C 3.33991 8.29666 -0.83355 0.3 1.0 0.1 0.00
C 4.00244 8.30341 0.41319 -0.1 -1.2 0.2 0.00
C 3.75990 7.22237 1.26447 0.2 -0.5 -0.9 -0.01
C 2.97364 6.12322 0.85081 -0.5 -1.1 2.1 -0.04
H -0.58551 1.82066 -1.71755 0.3 0.5 0.0 0.00
H -0.71546 3.77787 -3.25174 0.1 0.1 -0.1 0.00
H 0.53092 5.80855 -2.78627 0.5 -0.6 0.8 0.00
H 0.88509 2.06408 0.35361 -0.2 -0.6 0.4 0.00
H 1.90312 7.33197 -2.15535 0.4 0.1 0.4 0.00
H 3.53432 9.15596 -1.48634 -0.2 -0.4 0.0 0.00
H 4.79336 9.00018 0.72926 -0.7 0.1 -0.5 0.00
H 4.32019 7.11899 2.19550 -0.2 0.2 -0.1 0.00
C -1.14523 -2.24190 -0.71305 0.1 -2.1 0.1 0.00
C 0.26246 -2.24354 -0.20706 0.3 0.7 0.8 0.00
C 0.68713 -3.00758 1.07146 -0.2 -0.3 -2.8 0.00
O 1.10630 -1.61756 -0.80576 0.2 -0.1 -0.1 0.00
H -1.42084 -1.33545 -1.19469 -0.1 0.8 -0.2 0.00
H -1.86682 -2.57192 0.03079 -0.1 0.2 0.1 0.00
H -1.14261 -3.04480 -1.48166 -0.2 0.4 0.2 0.00
H 0.54393 -4.06077 0.88311 -0.1 -0.5 0.0 0.00
H 0.15965 -2.77191 1.93401 -1.0 0.7 1.5 0.00
H 1.72700 -2.82403 1.12662 1.1 0.2 0.5 0.00
S -5.33303 -5.37284 0.69487 0.3 -0.2 -0.2 0.52
C -5.65373 -5.05037 -0.93498 -0.1 2.2 2.7 0.40
S -5.74693 -3.43076 -1.52921 -0.3 1.3 -0.2 0.12
C -5.81994 -3.97728 -3.20396 0.7 2.4 0.2 0.04
N -5.78381 -5.27486 -3.24855 -0.1 -2.4 0.5 0.18
N -5.76613 -5.86644 -1.99209 -0.6 -2.8 -4.1 0.28
C -6.00234 -7.27465 -1.96316 1.3 1.9 -1.3 0.03
C -6.63234 -7.84104 -0.88369 0.1 -2.6 -0.4 0.07
C -6.71839 -9.26358 -0.86901 -0.3 1.1 0.3 -0.01
C -6.28065 -10.02664 -1.94734 -0.7 -1.2 0.8 0.06
C -5.69559 -9.41992 -3.02579 0.1 2.2 -0.3 0.00
C -5.51240 -8.04356 -3.04528 -0.5 -0.5 0.4 0.05
S -5.78020 -2.83754 -4.51630 -0.2 -1.5 1.1 0.22
H -7.04270 -7.20555 -0.14900 -0.3 0.2 0.9 0.01
H -7.17916 -9.75159 -0.00694 0.1 0.1 -0.3 0.00
H -6.47434 -11.11071 -1.99905 0.2 0.6 0.3 0.00
H -5.42451 -9.89770 -3.92498 0.3 -1.0 -0.7 0.00
H -5.06628 -7.59156 -3.91836 0.0 0.3 0.2 0.00
```
Forces are in eV/Å.

Properties
spin multiplicity	4
total charge	-2
⟨S²⟩	4.028
Kohn-Sham gap (alpha / beta)	4.62 / 4.56	eV
E_LUMO (alpha / beta)	0.147 / 0.056	hartree

***

Energy above the lowest of the compared OMol25 structures with the same formula, charge and spin in kcal per mole, matching the order above: 0.0; 0.0; 55.5